# 1
{
  "formula": "C13H13NO4Yb",
  "method": "ωB97M-V with the def2-TZVPD basis set",
  "symbols": ["Yb", "O", "C", "C", "O", "C", "O", "C", "O", "C", "N", "C", "C", "C", "C", "C", "C", "C", "C", "H", "H", "H", "H", "H", "H", "H", "H", "H", "H", "H", "H", "H"],
  "coordinates": [[0.724460, -0.891190, 0.844496], [-4.640580, -1.847062, -0.642073], [-4.198557, -1.905511, 0.415269], [0.772507, 1.296312, 0.061202], [0.737428, 2.372775, -0.376859], [1.516916, -1.107857, -1.493280], [1.795934, -1.156716, -2.619989], [-0.919937, -0.394880, -0.974895], [-1.294662, 0.000266, -2.002380], [4.796146, 2.263834, 2.884018], [4.201603, 1.786550, 1.603344], [5.093112, 2.090598, 0.455189], [3.802356, 0.306699, 1.646186], [2.839902, 0.088375, 2.773812], [3.244476, -0.594652, 3.937676], [2.321705, -0.746483, 4.972701], [1.055748, -0.178079, 4.873361], [0.656448, 0.487058, 3.679926], [1.555636, 0.573216, 2.656889], [5.633025, 1.608819, 3.128825], [4.059930, 2.230130, 3.686580], [5.154941, 3.285709, 2.738532], [3.322523, 2.312614, 1.465286], [5.996528, 1.492840, 0.575237], [4.608847, 1.811909, -0.483461], [5.349288, 3.152278, 0.481902], [3.360707, 0.057426, 0.658811], [4.744131, -0.246858, 1.759273], [4.259160, -1.005607, 3.964140], [2.608390, -1.312506, 5.861134], [0.354342, -0.230639, 5.714573], [-0.333054, 0.950795, 3.628346]],
  "forces_ev_per_angstrom": [[-0.51, -2.20, 1.48], [1.11, -0.17, 2.82], [-1.05, 0.19, -2.83], [-0.01, 6.82, -2.59], [0.22, -4.88, 2.10], [2.22, -0.55, -6.42], [-1.38, 0.23, 5.52], [-2.81, 1.95, -5.52], [1.59, -1.96, 5.00], [0.34, 0.00, 0.42], [-1.09, -0.14, -0.33], [0.48, -0.11, -0.32], [0.72, 0.69, -0.02], [1.22, -0.38, -0.56], [-0.52, 0.08, -0.54], [0.22, -0.11, 0.14], [-0.31, 0.00, -0.34], [-0.94, 0.36, 0.85], [0.13, -0.35, 1.23], [0.04, 0.11, -0.02], [0.03, 0.04, -0.14], [-0.11, -0.18, 0.05], [0.46, -0.08, 0.10], [0.05, 0.10, -0.02], [0.00, 0.17, 0.13], [-0.10, -0.19, -0.14], [0.41, 0.27, 0.23], [-0.34, 0.01, -0.06], [-0.39, 0.08, 0.19], [-0.11, 0.31, -0.13], [0.22, -0.02, -0.42], [0.22, -0.09, 0.14]],
  "multiplicity": 2,
  "homo_ha": [-0.74317, -0.74317],
  "de_lowest_ev": 0.0000,
  "total_charge": 3,
  "s2": 0.76
}


# 2
{
  "formula": "C6H13NO",
  "method": "ωB97M-V with the def2-TZVPD basis set",
  "symbols": ["C", "C", "C", "C", "C", "C", "N", "H", "H", "H", "H", "H", "H", "H", "H", "H", "H", "H", "O", "H", "H"],
  "coordinates": [[1.470382, -1.914084, -0.785228], [1.653017, -1.005242, 0.255692], [0.635009, -0.598975, 1.302970], [-0.175160, -1.297318, 2.209462], [0.170155, 0.932216, 1.316602], [-0.331536, 1.428733, -0.005475], [-1.628279, 0.886437, -0.603446], [2.376653, -1.953834, -1.408593], [0.574226, -2.255534, -1.168835], [2.674418, -0.534551, 0.244776], [-0.571809, -0.936263, 3.113822], [-0.255467, -2.345611, 2.012124], [-0.600851, 1.013553, 2.108730], [1.061585, 1.400874, 1.688158], [-0.367686, 2.530530, 0.092086], [0.354220, 1.170037, -0.731638], [-2.345532, 1.595396, -0.705892], [-2.023368, 0.171573, -0.023185], [-1.156678, 0.598029, -3.236351], [-0.243333, 0.561867, -3.451871], [-1.269966, 0.552168, -2.223910]],
  "forces_ev_per_angstrom": [[3.05, 3.80, 2.20], [-1.06, -2.09, -1.48], [-3.27, 1.13, 1.48], [3.39, -0.72, -3.88], [0.61, -2.45, 1.32], [-1.84, 1.13, 0.30], [0.83, 0.57, 1.15], [-0.67, -0.51, 0.03], [-1.74, -1.04, -0.20], [-1.23, -0.34, 0.63], [-0.97, 0.98, 0.39], [0.32, -0.86, 0.65], [0.41, 0.08, -0.47], [0.33, 1.35, -0.31], [-0.23, -0.48, -0.43], [1.88, -0.14, -1.52], [0.22, 0.15, 0.15], [-0.10, -0.48, 0.36], [-1.36, -0.06, 1.06], [1.14, -0.08, -0.10], [0.27, 0.09, -1.34]],
  "homo_ha": -0.33291,
  "de_lowest_ev": 3.6710,
  "total_charge": 0
}


# 3
{
  "formula": "C31H24IrN7O2S3Te",
  "method": "ωB97M-V with the def2-TZVPD basis set",
  "symbols": ["Ir", "S", "C", "C", "C", "C", "N", "C", "C", "C", "S", "C", "N", "H", "H", "C", "C", "C", "C", "C", "C", "C", "S", "O", "O", "N", "C", "C", "C", "C", "C", "N", "H", "H", "H", "H", "H", "H", "H", "H", "H", "H", "H", "C", "C", "C", "C", "C", "C", "Te", "C", "C", "C", "H", "H", "H", "H", "H", "H", "H", "H", "H", "H", "H", "N", "C", "N", "C", "N"],
  "coordinates": [[1.961759, -0.195542, -1.356331], [4.463183, -0.475878, -1.099844], [4.832502, 0.751092, 0.073770], [5.868820, 0.572050, 0.988365], [6.218576, 1.554007, 1.905958], [7.325544, 1.328782, 2.796380], [8.222869, 1.137542, 3.491585], [5.495419, 2.755074, 1.931110], [4.444897, 2.937242, 1.042994], [4.105546, 1.974413, 0.091782], [2.884033, 2.273386, -1.095694], [5.830600, 3.808623, 2.851165], [6.087769, 4.656496, 3.586196], [6.423907, -0.356684, 0.975933], [3.884349, 3.861474, 1.071461], [-3.748876, -1.381677, 3.712842], [-3.189628, -1.570656, 2.330570], [-2.715310, -0.482831, 1.600370], [-2.180142, -0.651036, 0.336330], [-2.114942, -1.920084, -0.218712], [-2.572044, -3.017413, 0.492808], [-3.104274, -2.834533, 1.760668], [-1.446972, -2.113514, -1.846657], [-1.913495, -0.946918, -2.574301], [-1.911384, -3.410131, -2.299356], [0.125780, -1.998622, -1.774531], [0.956028, -3.047632, -1.516420], [0.628874, -4.404598, -1.332502], [1.642039, -5.290333, -1.052443], [2.960813, -4.850728, -0.962598], [3.197625, -3.504776, -1.150037], [2.232335, -2.630964, -1.426940], [-4.275847, -0.430849, 3.793841], [-2.944862, -1.393633, 4.450160], [-4.444797, -2.182877, 3.966358], [-2.762023, 0.511334, 2.029336], [-1.825280, 0.194296, -0.232836], [-2.523018, -3.998919, 0.043667], [-3.456612, -3.692303, 2.321995], [-0.396735, -4.725332, -1.416533], [1.402715, -6.336113, -0.894402], [3.775539, -5.521593, -0.730636], [4.187442, -3.078366, -1.054464], [-5.150129, 3.783537, -0.795053], [-3.868957, 3.174979, -1.297957], [-3.775294, 2.678429, -2.590355], [-2.601065, 2.113256, -3.076316], [-2.597080, 1.558795, -4.474633], [-1.482125, 2.061686, -2.233689], [0.291392, 1.203118, -2.995707], [-1.549170, 2.550829, -0.922226], [-0.374502, 2.508888, 0.016085], [-2.750384, 3.099301, -0.482596], [-5.991927, 3.505672, -1.428760], [-5.089407, 4.874561, -0.782638], [-5.369279, 3.457138, 0.222416], [-4.648061, 2.700891, -3.235572], [-3.602827, 1.604750, -4.895110], [-2.266855, 0.520668, -4.489454], [-1.926887, 2.129223, -5.121363], [0.112578, 1.532297, 0.036957], [-0.689251, 2.763208, 1.028427], [0.412877, 3.204778, -0.286340], [-2.807612, 3.460734, 0.539370], [1.448609, -0.343459, 0.751055], [1.270390, -0.992390, 1.703589], [1.192314, -1.758909, 2.724934], [0.412528, -1.631946, 3.755146], [-0.232600, -1.631281, 4.719407]],
  "forces_ev_per_angstrom": [[0.67, 0.05, -0.28], [-0.33, 0.12, 0.06], [-0.02, 0.10, -0.03], [-0.01, -0.09, -0.08], [0.23, -0.05, 0.14], [-0.20, 0.06, -0.15], [0.05, -0.02, 0.04], [0.01, 0.20, 0.14], [-0.01, 0.06, -0.05], [0.08, -0.14, -0.10], [-0.05, 0.05, 0.11], [-0.05, -0.20, -0.05], [0.01, 0.05, -0.01], [0.00, -0.01, 0.00], [-0.01, 0.02, -0.01], [0.00, -0.07, 0.00], [0.03, 0.04, 0.02], [0.01, 0.00, -0.01], [0.01, -0.03, 0.05], [0.12, -0.04, 0.15], [0.04, 0.04, -0.01], [-0.01, -0.05, 0.02], [-0.12, 0.11, -0.33], [0.02, -0.14, -0.03], [-0.11, -0.01, -0.15], [-0.25, -0.02, 0.22], [-0.01, 0.23, 0.05], [0.01, -0.10, 0.02], [0.03, -0.04, -0.01], [0.00, -0.02, 0.01], [-0.03, 0.10, -0.01], [-0.11, -0.12, 0.07], [0.00, 0.04, 0.02], [0.10, 0.03, 0.00], [-0.02, 0.00, -0.01], [-0.01, 0.03, 0.02], [0.01, 0.03, -0.03], [0.00, -0.03, -0.02], [-0.02, -0.02, 0.00], [0.03, 0.00, 0.00], [0.01, -0.01, 0.00], [0.01, -0.02, 0.01], [0.05, -0.01, -0.01], [0.00, 0.02, 0.02], [-0.02, -0.01, -0.02], [0.01, -0.05, 0.02], [-0.06, 0.01, 0.08], [0.00, 0.02, -0.04], [0.06, -0.13, -0.02], [0.23, -0.10, -0.03], [0.12, 0.10, 0.02], [-0.07, 0.06, -0.03], [-0.01, 0.01, 0.05], [-0.02, -0.01, -0.02], [0.01, 0.01, 0.00], [0.01, -0.01, 0.01], [-0.01, 0.02, 0.01], [0.01, 0.01, -0.02], [-0.02, -0.02, 0.07], [0.04, 0.01, -0.01], [-0.12, 0.03, 0.04], [0.00, 0.01, 0.03], [-0.10, -0.02, 0.00], [-0.01, 0.02, 0.01], [-0.09, -0.20, -0.02], [-0.04, 0.36, -0.10], [0.39, -0.40, -0.13], [-0.16, 0.08, -0.05], [-0.30, 0.07, 0.33]],
  "multiplicity": 5,
  "homo_ha": [-0.05448, -0.08490],
  "de_lowest_ev": 0.5436,
  "total_charge": -2,
  "s2": 6.02
}